No. 1
The following is a quantum chemistry calculation of C31H32F5N3O2PRuSSe2 as an isolated structure, from the OMol25 dataset.

XYZ file:
```
78
C31H32F5N3O2PRuSSe2 (wB97M-V/def2-TZVPD)
Ru 1.062 -0.427 0.206
S 1.473 -0.153 4.817
C 0.451 -1.491 4.451
C 0.259 -1.660 3.113
C 0.933 -0.703 2.317
C 1.661 0.173 3.095
C 2.457 1.241 2.570
C 3.019 2.266 3.344
C 3.713 3.279 2.720
C 3.811 3.271 1.328
C 3.244 2.222 0.631
N 2.606 1.225 1.225
H 0.042 -2.071 5.255
H -0.342 -2.456 2.706
H 2.888 2.250 4.416
H 4.164 4.070 3.301
H 4.337 4.052 0.805
H 3.316 2.173 -0.448
C -7.722 0.277 -0.164
C -6.229 0.202 -0.134
C -5.557 -0.613 0.765
C -4.178 -0.736 0.747
C -3.517 -1.655 1.722
C -3.434 -0.023 -0.222
C -2.033 -0.275 -0.428
O -1.244 -0.793 0.380
C -4.108 0.848 -1.112
C -3.355 1.706 -2.084
C -5.483 0.947 -1.043
H -8.150 -0.188 0.718
H -8.105 -0.239 -1.045
H -8.051 1.313 -0.221
H -6.132 -1.175 1.488
H -4.255 -2.266 2.237
H -2.956 -1.086 2.462
H -2.808 -2.307 1.216
H -1.675 -0.001 -1.434
H -2.607 2.305 -1.566
H -4.041 2.375 -2.597
H -2.834 1.112 -2.833
H -5.996 1.604 -1.730
F 2.242 -2.284 -6.858
C 1.937 -1.589 -5.756
C 0.607 -1.293 -5.455
F -0.363 -1.689 -6.285
C 0.314 -0.571 -4.310
F -0.959 -0.278 -4.013
C 1.304 -0.119 -3.436
Se 0.874 0.939 -1.924
C 2.623 -0.421 -3.771
F 3.600 0.020 -2.956
C 2.949 -1.142 -4.909
F 4.230 -1.400 -5.212
C 5.037 -0.711 0.099
P 3.401 -1.549 0.062
C 3.492 -2.507 1.624
C 3.739 -2.867 -1.166
H 5.838 -1.445 0.193
H 5.068 -0.029 0.945
H 5.173 -0.142 -0.818
H 4.410 -3.094 1.664
H 2.621 -3.160 1.685
H 3.466 -1.816 2.464
H 4.663 -3.382 -0.901
H 3.846 -2.411 -2.146
H 2.908 -3.570 -1.193
Se -1.791 -3.185 -2.038
C -0.280 -2.694 -1.350
N 0.761 -2.383 -0.903
C -0.553 3.979 1.482
C -0.540 2.475 1.375
N -1.101 1.782 2.373
O -0.031 1.903 0.419
H -1.518 4.352 1.816
H -0.311 4.415 0.517
H 0.209 4.289 2.194
H -1.479 2.210 3.199
H -1.008 0.771 2.319
```

Energy above the lowest of the compared OMol25 structures with the same formula, charge and spin ... 63.2 kcal per mole
Net charge ... 0
Frontier orbital gap (spin up / spin down) ... 0.235 / 0.248 hartree
Expectation value of S² ... 0.767
Multiplicity ... 2
HOMO level (spin up / spin down) ... -7.26 / -7.20 eV
Total energy ... -7651.84117 a.u.

---

No. 2
The following is a quantum chemistry calculation of a 8-piece molecular cluster, C42H106N6O14 overall, from the OMol25 dataset.

XYZ file:
```
168
C42H106N6O14 (wB97M-V/def2-TZVPD)
C 1.027 4.344 -2.054
O 1.816 5.371 -1.500
C 2.817 4.851 -0.655
C 3.644 6.022 -0.091
N 2.937 6.773 0.942
C 3.516 8.092 1.217
C 4.832 7.979 1.970
O 5.864 7.736 1.052
C 7.148 7.580 1.629
H 0.234 4.046 -1.355
H 1.576 3.455 -2.372
H 0.445 4.726 -2.895
H 3.497 4.222 -1.241
H 2.455 4.248 0.186
H 3.967 6.716 -0.875
H 4.497 5.498 0.352
H 1.996 6.872 0.572
H 2.759 8.603 1.815
H 3.592 8.659 0.280
H 4.729 7.126 2.652
H 4.982 8.875 2.585
H 7.287 6.720 2.285
H 7.334 8.521 2.160
H 7.883 7.551 0.828
C 4.683 0.363 -4.825
O 5.570 1.028 -3.933
C 5.008 2.134 -3.243
C 5.839 2.302 -1.973
N 5.286 1.510 -0.900
C 5.895 1.614 0.404
C 5.086 0.773 1.396
O 5.193 -0.600 1.029
C 4.237 -1.427 1.640
H 4.177 -0.396 -4.210
H 5.237 -0.107 -5.631
H 3.884 1.036 -5.148
H 3.973 1.920 -2.951
H 4.994 3.014 -3.892
H 5.836 3.345 -1.637
H 6.891 2.124 -2.232
H 4.904 0.612 -1.139
H 5.869 2.625 0.817
H 6.929 1.253 0.423
H 4.059 1.109 1.554
H 5.620 0.813 2.355
H 3.218 -1.074 1.440
H 4.390 -1.482 2.725
H 4.376 -2.410 1.190
C -2.762 -2.647 2.668
O -2.306 -1.522 1.973
C -1.128 -1.784 1.255
C -0.618 -0.414 0.746
N -1.108 -0.233 -0.630
C -0.939 1.157 -1.077
C -0.926 1.370 -2.577
O 0.315 1.134 -3.175
C 1.201 0.142 -2.697
H -3.654 -2.511 3.280
H -1.991 -3.007 3.364
H -2.958 -3.501 2.004
H -1.237 -2.498 0.427
H -0.361 -2.305 1.838
H 0.466 -0.312 0.681
H -0.950 0.294 1.512
H -2.048 -0.603 -0.677
H -0.007 1.546 -0.662
H -1.741 1.709 -0.569
H -1.159 2.413 -2.812
H -1.787 0.829 -2.998
H 2.031 0.199 -3.406
H 0.813 -0.872 -2.830
H 1.637 0.249 -1.702
C 1.088 -4.279 -1.141
O 0.876 -5.344 -2.027
C 1.159 -6.575 -1.462
C 0.695 -7.782 -2.278
N -0.765 -7.790 -2.320
C -1.334 -8.006 -3.653
C -1.616 -9.508 -3.913
O -3.027 -9.631 -3.932
C -3.519 -10.944 -4.116
H 0.595 -4.491 -0.177
H 0.728 -3.330 -1.520
H 2.113 -4.241 -0.746
H 0.631 -6.749 -0.508
H 2.214 -6.721 -1.191
H 1.134 -8.702 -1.889
H 1.118 -7.728 -3.290
H -1.173 -6.941 -1.956
H -0.737 -7.445 -4.387
H -2.284 -7.498 -3.840
H -1.281 -10.061 -3.032
H -1.126 -9.811 -4.842
H -2.915 -11.629 -4.720
H -4.484 -10.925 -4.621
H -3.594 -11.346 -3.100
C 1.376 -0.557 4.122
O 0.009 -0.596 3.797
C -0.825 0.400 4.353
C -1.509 -0.047 5.653
N -0.585 -0.019 6.788
C -1.266 -0.374 8.050
C -1.948 -1.756 8.133
O -1.146 -2.796 7.588
C -0.138 -3.187 8.495
H 1.711 0.367 3.616
H 1.867 -1.449 3.744
H 1.680 -0.340 5.154
H -1.667 0.615 3.692
H -0.301 1.347 4.518
H -1.826 -1.091 5.553
H -2.375 0.617 5.692
H 0.047 -0.809 6.666
H -2.082 0.353 8.110
H -0.598 -0.283 8.903
H -2.878 -1.772 7.563
H -2.253 -1.908 9.174
H 0.563 -3.843 7.985
H -0.491 -3.669 9.415
H 0.420 -2.325 8.881
C -4.842 -1.265 0.040
O -5.385 -0.279 0.887
C -4.564 0.856 0.990
C -4.804 1.483 2.372
N -4.797 0.440 3.389
C -5.721 0.631 4.487
C -5.405 -0.297 5.668
O -5.485 -1.597 5.134
C -5.269 -2.651 6.069
H -5.323 -2.237 0.098
H -3.791 -1.415 0.312
H -4.757 -0.913 -0.996
H -4.687 1.582 0.171
H -3.495 0.676 0.803
H -5.774 2.001 2.327
H -4.085 2.266 2.628
H -4.923 -0.444 2.922
H -6.730 0.451 4.092
H -5.679 1.664 4.840
H -6.135 -0.032 6.440
H -4.397 -0.095 6.044
H -5.934 -2.499 6.920
H -4.209 -2.635 6.347
H -5.435 -3.579 5.525
C -4.939 5.259 -4.769
C -4.113 4.238 -5.487
C -2.663 4.232 -5.004
O -4.643 2.935 -5.144
H -4.580 6.265 -5.006
H -4.750 5.192 -3.690
H -6.022 5.170 -4.839
H -4.171 4.350 -6.574
H -2.106 3.451 -5.536
H -2.565 4.065 -3.933
H -2.017 5.078 -5.267
H -4.680 2.444 -5.970
C 0.122 -0.666 -6.033
C 0.948 0.455 -6.642
C 1.138 0.329 -8.130
O 0.394 1.732 -6.310
H -0.857 -0.669 -6.523
H -0.190 -0.388 -5.024
H 0.638 -1.623 -6.038
H 1.956 0.558 -6.217
H 1.648 1.199 -8.545
H 0.250 0.192 -8.756
H 1.711 -0.580 -8.330
H 0.065 1.767 -5.404
```

Energy above the lowest of the compared OMol25 structures with the same formula, charge and spin ... 36.5 kcal per mole
Net charge ... 0
Frontier orbital gap ... 0.326 hartree
HOMO level ... -8.34 eV
Total energy ... -3045.33345 a.u.

---

No. 3
The following is a quantum chemistry calculation of an isolated molecule of C2H4N3P, from the OMol25 dataset.

XYZ file:
```
10
C2H4N3P (wB97M-V/def2-TZVPD)
C 0.290 0.614 0.860
C 0.208 -1.461 -0.172
N -0.009 0.060 -0.368
N 0.618 -0.265 1.743
N 0.611 -1.451 1.028
P -0.489 1.423 -1.889
H 0.302 1.645 1.232
H 0.883 -2.372 1.530
H -1.723 1.574 -1.319
H -0.691 0.232 -2.646
```

Energy above the lowest of the compared OMol25 structures with the same formula, charge and spin ... 68.2 kcal per mole
Net charge ... 0
Frontier orbital gap ... 0.313 hartree
HOMO level ... -8.97 eV
Total energy ... -584.09990 a.u.